Entry 1:
The following is a quantum chemistry calculation of a structure of composition C20H9Cl3N2O7PdS2 in a non-equilibrium geometry, from the OMol25 dataset.

Geometry as XYZ:
```
44
Properties=species:S:1:pos:R:3:lowdin_charge:R:1
Pd -1.1161 -0.0373 0.0142 0.965
Cl 1.8797 -2.6286 6.1550 0.587
C 1.3205 -1.6947 4.7777 -0.688
C 0.3172 -2.1951 3.9712 -0.158
C -0.1210 -1.4558 2.8898 -0.558
Cl -1.4065 -2.1300 1.9268 0.714
C 0.4093 -0.1856 2.5495 -0.457
O 0.0581 0.5595 1.5578 -0.226
C 1.4378 0.2575 3.4209 -0.567
Cl 2.1739 1.7946 3.0834 0.723
C 1.8885 -0.4648 4.5085 -0.160
H -0.1313 -3.1566 4.1773 0.097
H 2.6779 -0.0676 5.1308 0.095
O -6.0712 -1.6358 -4.4984 -0.053
C -4.8923 -2.0210 -4.5889 -0.701
O -4.3533 -2.7880 -5.4121 -0.067
C -3.9407 -1.4933 -3.4822 -0.089
C -2.5749 -1.7543 -3.5394 0.004
C -1.7388 -1.2950 -2.5430 -0.092
N -2.2250 -0.6116 -1.4990 -0.050
C -3.5363 -0.3540 -1.4108 -0.160
C -4.4132 -0.7669 -2.3943 0.063
C -3.9650 0.3145 -0.1164 -0.609
O -5.1142 0.7088 0.0004 0.036
O -3.0460 0.3724 0.7877 -0.143
H -2.1903 -2.3244 -4.3733 0.110
H -0.6676 -1.4456 -2.5527 0.070
H -5.4652 -0.5383 -2.3022 0.125
O 0.8848 2.7016 -2.6271 -0.299
S 0.7426 2.2941 -1.2555 0.621
O -0.1854 3.0105 -0.4357 -0.291
N 0.4865 0.6598 -1.1850 -0.230
C 1.6015 -0.0169 -0.8839 -0.857
S 1.7759 -1.6845 -0.9046 0.603
C 2.7183 0.8879 -0.4634 -0.245
C 3.9660 0.5397 0.0276 -0.040
C 4.8182 1.5538 0.4349 -0.090
C 4.4357 2.8924 0.3483 -0.098
C 3.1910 3.2430 -0.1544 -0.052
C 2.3560 2.2151 -0.5443 -0.235
H 4.2340 -0.5063 0.0996 0.093
H 5.7906 1.3053 0.8419 0.097
H 5.1143 3.6660 0.6863 0.096
H 2.8762 4.2758 -0.2230 0.118
```

Properties
* orbital gap: 7.3 eV
* energy above the lowest of the compared OMol25 structures with the same formula, charge and spin: 15.9 kcal/mol
* highest occupied orbital energy: -3.420 eV
* total charge: -2
* calculated total energy: -3708.75663 hartree



Entry 2:
The following is a quantum chemistry calculation of a structure of composition C21H12Cl5IrN4OS2 in a non-equilibrium geometry, from the OMol25 dataset.

Geometry as XYZ:
```
46
Properties=species:S:1:pos:R:3:lowdin_charge:R:1
Ir 1.4140 0.5073 -0.4537 0.871
N 0.4336 4.8297 -1.8735 0.052
C 0.5815 3.7193 -1.0737 -0.911
S 2.1503 3.1160 -0.7494 0.680
N -0.4787 3.2230 -0.5609 -0.026
N -0.1767 2.0797 0.1830 -0.162
C -1.1085 1.7823 0.9873 -0.117
C -1.1992 0.5800 1.8144 -0.171
C -2.4479 0.2394 2.3544 -0.080
C -2.6715 -0.9811 2.9711 -0.126
C -1.6003 -1.8751 3.0676 -0.106
C -0.3369 -1.5216 2.6195 -0.016
C -0.0833 -0.2670 2.0129 -0.404
O 1.1352 0.0763 1.6740 -0.293
H 1.2221 5.0611 -2.4429 0.059
H -0.4806 4.9827 -2.2589 0.078
H -1.9540 2.4653 1.0030 0.119
H -3.2654 0.9523 2.2479 0.106
H -3.6524 -1.2416 3.3613 0.091
H -1.7631 -2.8590 3.5015 0.096
H 0.5117 -2.1945 2.7195 0.113
Cl 2.4062 0.6838 -3.4705 0.638
C 3.7135 0.7009 -2.3232 -0.755
C 3.3960 0.6970 -0.9693 -0.645
C 4.4469 0.7281 -0.0630 -0.731
Cl 4.0740 0.6948 1.6216 0.700
C 5.7752 0.7984 -0.4865 -0.691
Cl 7.0652 0.8905 0.6665 0.646
C 6.0674 0.8022 -1.8489 -0.704
Cl 7.7107 0.8745 -2.3916 0.636
C 5.0248 0.7457 -2.7751 -0.700
Cl 5.3690 0.7439 -4.4703 0.647
N -0.5262 -0.1826 -1.2472 0.070
C -1.4006 -0.8244 -0.9448 -0.123
C -2.5284 -1.6527 -0.5528 -0.209
C -3.7810 -1.0904 -0.4033 -0.038
C -4.8595 -1.8971 -0.0679 -0.077
C -4.6720 -3.2579 0.1217 -0.086
C -3.4067 -3.8114 -0.0197 -0.071
C -2.3302 -3.0048 -0.3595 -0.021
H -3.9020 -0.0226 -0.5452 0.124
H -5.8454 -1.4604 0.0451 0.103
H -5.5135 -3.8894 0.3865 0.101
H -3.2561 -4.8735 0.1351 0.104
H -1.3292 -3.4110 -0.4660 0.125
S 2.0721 -1.6560 -0.6758 0.105
```

Properties
* <S²>: 1.0903
* orbital gap (alpha / beta): 6.4 / 6.3 eV
* energy above the lowest of the compared OMol25 structures with the same formula, charge and spin: 73.9 kcal/mol
* multiplicity: 2
* highest occupied orbital energy (alpha / beta): -4.305 / -4.240 eV
* total charge: -1
* calculated total energy: -4303.36842 hartree